Formula: C5H8O2
Source: the OMol25 dataset
Level of theory: the ωB97M-V functional and the def2-TZVPD basis

Results
Molecular weight in u: 100.1
Largest force on an atom in eV/A: 2.86
SMILES: C[C@@H]1[C@H](O)[C@@H]2O[C@H]12
E_LUMO in hartree: 0.037
Gap between HOMO and LUMO in eV: 9.797
Relative energy (zero: lowest compared OMol25 entry of this formula, charge and spin) in kcal/mol: 120.9

Geometry as XYZ:
```
15
Properties=species:S:1:pos:R:3:forces:R:3
C 1.608092 -0.751930 0.070208 -0.2 0.8 0.1
C 0.511284 0.156154 0.686457 -0.1 1.0 1.2
C -0.935309 -0.385981 0.471407 0.1 0.3 0.1
O -1.098097 -1.663237 -0.090777 0.3 -0.1 -0.1
C -1.236589 0.746725 -0.455596 -0.4 -0.7 -0.5
O -0.042741 0.979050 -1.216016 -1.3 0.7 -2.4
C -0.283603 1.738917 0.002852 1.6 -1.7 -1.4
H 2.548604 -0.220338 -0.076624 0.0 0.1 0.0
H 1.348748 -1.271371 -0.862231 -0.1 0.5 0.3
H 1.804167 -1.548162 0.817959 -0.3 0.5 -0.2
H 0.817911 0.509545 1.640164 -0.1 -0.6 1.3
H -1.479829 -0.384794 1.421928 -0.1 0.1 -0.3
H -0.904973 -1.585273 -1.036057 0.0 -0.1 0.2
H -2.113055 0.884153 -1.071670 -0.4 0.1 0.4
H -0.544605 2.796547 -0.302006 1.1 -0.8 1.4
```
Positions in Å, forces in eV/Å.

These are the Mulliken partial charges, in e, on atoms 1 to 4: -1.189, 0.021, -0.022, -0.589

---

Formula: C5H8O2
Source: the OMol25 dataset
Level of theory: the ωB97M-V functional and the def2-TZVPD basis

Results
Molecular weight in u: 100.1
Largest force on an atom in eV/A: 4.70
SMILES: O=C1CC(CO)C1
E_LUMO in hartree: 0.025
Gap between HOMO and LUMO in eV: 9.531
Relative energy (zero: lowest compared OMol25 entry of this formula, charge and spin) in kcal/mol: 75.2

Geometry as XYZ:
```
15
Properties=species:S:1:pos:R:3:forces:R:3
O -1.612235 0.191337 2.603873 0.6 0.1 -1.0
C -0.969401 0.240177 1.591521 -1.1 -0.2 -1.2
C 0.489302 0.424772 1.257648 0.4 0.1 0.1
C 0.144537 0.639777 -0.233010 -0.1 0.2 0.4
C 0.757594 -0.188205 -1.327707 -1.8 0.0 -0.4
O 1.097704 -1.445888 -0.781132 0.0 -0.3 -0.2
C -1.269183 0.091323 -0.096752 -0.7 0.8 4.5
H 1.015262 -0.528614 1.380620 0.0 0.2 0.1
H 1.000303 1.227485 1.789227 0.1 -0.1 0.0
H 0.140386 1.694006 -0.525635 0.0 -0.1 0.1
H 1.707197 0.248190 -1.768809 -1.6 -0.2 -0.4
H -0.484231 -0.237332 -1.759256 4.4 -0.3 -1.5
H 1.432239 -2.012425 -1.485704 -0.1 0.1 0.1
H -1.334108 -0.997876 -0.154154 0.0 0.1 -0.6
H -2.115366 0.653274 -0.490731 0.1 -0.2 -0.1
```
Positions in Å, forces in eV/Å.

These are the Mulliken partial charges, in e, on atoms 1 to 4: -0.531, 0.318, -0.657, 0.281

---

Formula: C5H8O2
Source: the OMol25 dataset
Level of theory: the ωB97M-V functional and the def2-TZVPD basis

Results
Molecular weight in u: 100.1
Largest force on an atom in eV/A: 0.64
SMILES: O=C1CC1.C=CO
E_LUMO in hartree: 0.030
Gap between HOMO and LUMO in eV: 9.767
Relative energy (zero: lowest compared OMol25 entry of this formula, charge and spin) in kcal/mol: 69.5

Geometry as XYZ:
```
15
Properties=species:S:1:pos:R:3:forces:R:3
O -0.712078 -1.575292 -1.154103 -0.3 0.6 0.1
C -1.175863 -0.506193 -0.862067 0.1 -0.3 -0.1
C -0.950294 0.900213 -0.515730 0.2 0.1 0.0
C -2.380550 0.329488 -0.754614 -0.2 -0.1 -0.1
H -0.693296 1.152331 0.510101 0.0 -0.1 -0.2
H -0.496909 1.551159 -1.259466 -0.1 -0.1 0.1
H -2.903986 0.586372 -1.672241 0.1 0.0 0.1
H -3.016146 0.234312 0.122919 0.1 0.0 -0.1
C 1.220632 -0.670600 1.415871 0.3 0.0 -0.1
C 1.837093 -0.522743 0.251929 -0.2 -0.3 0.3
O 2.344844 0.674116 -0.161321 0.1 0.0 -0.1
H 0.860179 -1.653338 1.681357 -0.2 0.1 0.0
H 1.079516 0.160183 2.100424 0.1 -0.1 0.0
H 1.898614 -1.341829 -0.462762 0.1 0.1 0.1
H 2.962408 0.505416 -0.880802 -0.1 0.1 0.0
```
Positions in Å, forces in eV/Å.

These are the Mulliken partial charges, in e, on atoms 1 to 4: -0.527, 0.701, -0.519, -0.574

---

Formula: C5H8O2
Source: the OMol25 dataset
Level of theory: the ωB97M-V functional and the def2-TZVPD basis

Results
Molecular weight in u: 100.1
Largest force on an atom in eV/A: 0.50
SMILES: C=C1CCC1=O.O
E_LUMO in hartree: -0.002
Gap between HOMO and LUMO in eV: 9.808
Relative energy (zero: lowest compared OMol25 entry of this formula, charge and spin) in kcal/mol: 41.2

Geometry as XYZ:
```
15
Properties=species:S:1:pos:R:3:forces:R:3
C -1.515656 0.375171 0.449060 0.1 0.2 -0.3
C -0.351480 0.289569 -0.189778 -0.4 0.3 0.2
C 0.166712 -0.123089 -1.561584 -0.1 -0.1 -0.1
C 1.572656 0.425791 -1.179911 0.2 0.0 0.0
C 1.016630 0.753566 0.214068 0.2 0.3 0.3
O 1.484564 1.186373 1.234385 -0.2 -0.2 -0.4
H -1.567606 0.852898 1.422799 0.1 -0.1 -0.1
H -2.453937 0.005637 0.048602 0.1 0.0 -0.1
H 0.138070 -1.199401 -1.740307 0.0 0.1 -0.1
H -0.304240 0.401634 -2.397038 0.0 -0.1 0.1
H 1.896254 1.309180 -1.739543 -0.1 -0.1 0.1
H 2.392707 -0.296005 -1.173662 -0.1 0.0 0.0
O -1.059679 -1.635737 2.297908 0.1 -0.1 0.2
H -0.838776 -0.866192 2.838582 0.0 -0.2 0.0
H -0.576219 -1.479395 1.476420 -0.1 -0.1 0.2
```
Positions in Å, forces in eV/Å.

These are the Mulliken partial charges, in e, on atoms 1 to 4: -0.669, 0.213, -0.542, -0.347

---

Formula: C5H8O2
Source: the OMol25 dataset
Level of theory: the ωB97M-V functional and the def2-TZVPD basis

Results
Molecular weight in u: 100.1
Largest force on an atom in eV/A: 2.38
SMILES: C#C[C@](C)(O)CO
E_LUMO in hartree: 0.030
Gap between HOMO and LUMO in eV: 11.132
Relative energy (zero: lowest compared OMol25 entry of this formula, charge and spin) in kcal/mol: 74.6

Geometry as XYZ:
```
15
Properties=species:S:1:pos:R:3:forces:R:3
C -0.573690 -0.931697 2.240851 0.1 0.2 -0.4
C -0.223413 -0.415888 1.209771 -0.3 -0.2 0.4
C 0.076046 0.241590 -0.065806 -1.0 0.5 -0.1
C 1.326176 1.114575 -0.068041 -0.3 0.6 -0.1
O -0.979816 1.271313 -0.357960 -0.6 -1.1 0.2
C -0.037787 -0.740054 -1.238092 0.2 0.2 0.0
O -1.303723 -1.335490 -1.291896 -0.1 -0.4 0.1
H -0.901405 -1.369110 3.158199 0.1 0.0 -0.1
H 1.990067 0.970575 -0.930743 -0.3 -0.1 0.2
H 1.903428 1.144734 0.862304 -0.3 -0.1 -0.2
H 0.641245 1.983278 -0.208128 2.3 0.6 0.1
H -1.406493 1.617711 0.443169 0.3 -0.5 -0.1
H 0.764054 -1.497468 -1.208304 -0.1 0.3 0.2
H 0.086858 -0.154711 -2.153829 -0.1 -0.1 0.1
H -1.436295 -1.804409 -0.456251 -0.1 0.0 -0.1
```
Positions in Å, forces in eV/Å.

These are the Mulliken partial charges, in e, on atoms 1 to 4: 0.066, -1.368, 1.808, -1.377

---

Formula: C5H8O2
Source: the OMol25 dataset
Level of theory: the ωB97M-V functional and the def2-TZVPD basis

Results
Molecular weight in u: 100.1
Largest force on an atom in eV/A: 1.75
E_LUMO in hartree: 0.022
Gap between HOMO and LUMO in eV: 9.223
Relative energy (zero: lowest compared OMol25 entry of this formula, charge and spin) in kcal/mol: 97.7

Geometry as XYZ:
```
15
Properties=species:S:1:pos:R:3:forces:R:3
O 0.147144 -1.892236 0.355147 0.1 -0.3 0.1
C 0.698140 -1.221652 -0.777576 0.3 0.3 -0.3
C 0.247244 0.203169 -0.843467 0.4 0.2 1.3
C 0.559335 1.056382 0.931385 -0.4 -0.3 0.5
C -0.883988 1.385166 0.689442 -0.6 0.2 0.4
O -1.546099 2.252518 1.201663 0.3 -0.2 -0.2
C -1.201928 0.462478 -0.456633 -0.1 0.3 0.0
H 0.423268 -2.816198 0.330889 -0.1 0.1 0.0
H 1.793550 -1.264640 -0.766683 -0.1 0.0 0.0
H 0.361409 -1.715487 -1.708553 0.0 0.2 0.2
H 0.992529 1.002352 -0.467041 0.1 0.1 -1.7
H 0.747015 0.180766 1.537545 -0.2 -0.1 0.2
H 1.204036 1.909245 1.216833 -0.1 -0.5 -0.5
H -1.671674 -0.441809 -0.039291 0.1 0.2 -0.1
H -1.869982 0.899947 -1.203659 0.2 -0.1 0.0
```
Positions in Å, forces in eV/Å.

These are the Mulliken partial charges, in e, on atoms 1 to 4: -0.525, -0.660, -0.161, -0.646

---

Formula: C5H8O2
Source: the OMol25 dataset
Level of theory: the ωB97M-V functional and the def2-TZVPD basis

Results
Molecular weight in u: 100.1
Largest force on an atom in eV/A: 0.38
SMILES: CC1(OCO)C=C1
E_LUMO in hartree: 0.035
Gap between HOMO and LUMO in eV: 10.613
Relative energy (zero: lowest compared OMol25 entry of this formula, charge and spin) in kcal/mol: 71.7

Geometry as XYZ:
```
15
Properties=species:S:1:pos:R:3:forces:R:3
C -0.557054 1.954480 -0.259388 0.0 0.1 0.0
C -0.259774 0.489822 -0.066254 -0.3 0.2 0.0
O 1.143690 0.325893 0.038601 0.0 -0.1 0.0
C 1.533178 -0.949550 0.455725 0.2 0.1 0.3
O 1.549705 -1.881534 -0.583248 -0.2 -0.1 -0.1
C -1.144022 -0.559744 -0.641156 -0.1 0.0 0.1
C -1.193466 -0.418992 0.654783 -0.1 -0.1 -0.1
H -0.091509 2.322948 -1.178601 0.0 0.0 0.1
H -0.171699 2.538057 0.581660 0.0 0.0 -0.1
H -1.638894 2.095788 -0.329656 0.2 0.1 0.0
H 0.860025 -1.272840 1.263716 0.1 -0.1 0.0
H 2.549025 -0.884391 0.848132 -0.1 0.1 -0.2
H 0.629578 -2.012644 -0.853280 0.2 -0.1 0.0
H -1.564157 -1.029040 -1.522293 0.1 0.0 0.1
H -1.644633 -0.718257 1.591258 0.0 0.0 -0.2
```
Positions in Å, forces in eV/Å.

These are the Mulliken partial charges, in e, on atoms 1 to 4: -1.473, 1.179, -0.448, -0.222

---

Formula: C5H8O2
Source: the OMol25 dataset
Level of theory: the ωB97M-V functional and the def2-TZVPD basis

Results
Molecular weight in u: 100.1
Largest force on an atom in eV/A: 1.58
E_LUMO in hartree: 0.034
Gap between HOMO and LUMO in eV: 10.223
Relative energy (zero: lowest compared OMol25 entry of this formula, charge and spin) in kcal/mol: 50.3

Geometry as XYZ:
```
15
Properties=species:S:1:pos:R:3:forces:R:3
O -1.075151 0.540527 -2.449544 -0.2 0.3 -0.3
C -0.853944 0.908441 -1.095256 0.2 0.0 0.4
C -0.113046 -0.288917 -0.512484 0.7 -0.4 -0.9
C 1.017809 -0.137695 0.437073 0.1 0.1 0.8
C 1.495232 -1.138469 1.171556 0.2 0.2 -0.2
C -0.887456 -0.423238 2.263423 -0.6 0.7 1.2
O -0.762666 0.417051 3.018543 -0.1 -0.7 -0.7
H -1.562473 1.241668 -2.894603 0.0 0.0 0.0
H -1.815248 1.136156 -0.597020 0.4 -0.3 0.0
H -0.233709 1.817529 -1.014271 -0.1 -0.2 -0.1
H -0.787745 -1.129123 -0.324197 0.3 0.1 0.1
H 0.620944 -0.607061 -1.277809 -1.1 -0.1 -0.9
H 1.549695 0.807112 0.343579 0.1 0.0 0.3
H 2.413597 -1.038095 1.732109 0.0 0.0 0.0
H 0.994162 -2.105886 1.198901 0.1 0.2 0.1
```
Positions in Å, forces in eV/Å.

These are the Mulliken partial charges, in e, on atoms 1 to 4: -0.507, -0.363, -0.303, -0.321